(1)
Computed, not measured: a structure of composition C34H29BrGeN2O2Pt, with ωB97M-V with the def2-TZVPD basis set.

XYZ file:
```
70
Properties=species:S:1:pos:R:3:forces:R:3
Pt -0.766 0.358 -0.743 0.057 -0.118 0.036
O 2.791 2.110 0.258 -0.025 -0.051 -0.036
C 2.725 3.349 -0.329 0.078 0.022 0.058
C 3.744 4.258 -0.102 -0.047 -0.013 -0.003
C 3.683 5.507 -0.702 -0.005 0.038 -0.022
C 2.616 5.863 -1.522 -0.013 -0.058 0.022
C 1.612 4.943 -1.764 0.047 0.036 -0.020
C 1.671 3.677 -1.183 -0.081 0.024 -0.016
C 0.645 2.649 -1.512 0.040 -0.114 0.020
O 0.000 2.127 -0.380 0.001 0.079 0.017
N 1.304 1.495 -2.217 -0.032 -0.006 -0.038
N 0.710 0.340 -2.137 0.010 0.052 -0.001
C 1.082 -0.731 -2.836 -0.001 0.016 0.002
C 0.367 -1.919 -2.786 -0.006 0.024 0.042
Br -1.167 -1.936 -1.624 -0.022 -0.073 -0.100
C 0.762 -3.013 -3.564 0.002 0.007 -0.006
C 0.235 -4.276 -3.850 -0.008 -0.011 -0.008
C 1.065 -5.112 -4.661 -0.002 -0.010 0.005
C 0.661 -6.371 -5.023 0.008 0.003 -0.006
C -0.590 -6.827 -4.607 -0.001 0.003 0.003
C -1.437 -6.024 -3.826 -0.007 0.002 0.003
C -1.039 -4.773 -3.446 -0.018 0.010 0.025
H 1.899 1.867 0.545 0.036 0.030 0.014
H 4.564 3.983 0.547 -0.001 -0.002 -0.002
H 4.477 6.220 -0.520 -0.001 0.000 0.001
H 2.576 6.844 -1.972 0.002 0.001 -0.003
H 0.784 5.197 -2.416 0.006 0.005 0.006
H -0.074 3.045 -2.240 -0.021 -0.002 0.002
H 2.105 1.636 -2.830 0.016 -0.012 0.008
H 1.947 -0.662 -3.489 0.000 0.007 -0.005
H 1.707 -2.811 -4.062 0.004 0.010 0.001
H 2.030 -4.741 -4.983 -0.001 0.003 -0.001
H 1.298 -7.000 -5.629 0.000 0.001 -0.001
H -0.920 -7.817 -4.898 -0.001 -0.001 0.000
H -2.409 -6.399 -3.537 -0.001 0.000 0.001
H -1.718 -4.166 -2.867 0.016 -0.016 -0.017
C -4.997 1.526 1.128 0.106 0.016 -0.037
C -4.741 0.162 0.947 0.039 0.017 -0.009
C -3.459 -0.263 0.689 -0.166 0.026 0.036
C -2.386 0.672 0.606 0.270 0.075 0.060
C -2.682 2.055 0.780 -0.284 0.048 0.045
C -3.974 2.468 1.040 -0.024 -0.039 -0.013
Ge -0.938 0.213 1.939 0.093 -0.025 -0.196
C 0.181 1.550 2.677 -0.054 -0.050 0.036
C -0.188 2.876 2.918 0.073 0.036 0.010
C 0.730 3.745 3.483 -0.073 -0.007 -0.033
C 2.011 3.303 3.792 0.038 -0.010 0.020
C 2.383 1.987 3.557 -0.008 -0.010 -0.002
C 1.467 1.100 3.012 0.019 0.048 0.036
C -0.853 -1.521 2.690 -0.039 -0.008 -0.025
C -1.296 -2.698 2.074 -0.012 0.019 -0.015
C -1.222 -3.900 2.747 0.011 -0.007 0.018
C -0.718 -3.939 4.046 0.002 -0.015 -0.004
C -0.285 -2.780 4.670 0.014 0.009 0.002
C -0.345 -1.569 3.997 -0.028 -0.004 0.008
H -6.009 1.853 1.334 0.000 0.002 0.001
H -5.548 -0.555 1.013 -0.011 0.010 0.000
H -3.276 -1.322 0.563 0.030 -0.002 0.038
H -1.884 2.778 0.684 -0.002 -0.006 -0.012
H -4.192 3.521 1.161 -0.015 -0.008 0.015
H -1.185 3.231 2.699 -0.012 0.003 0.013
H 0.444 4.767 3.690 0.005 0.000 0.000
H 2.721 3.990 4.233 0.000 0.000 -0.003
H 3.380 1.648 3.802 -0.002 0.002 0.004
H 1.761 0.069 2.849 0.001 0.009 -0.011
H -1.696 -2.684 1.069 0.012 -0.008 0.023
H -1.561 -4.811 2.273 -0.002 0.001 0.001
H -0.668 -4.883 4.572 -0.006 0.000 0.002
H 0.097 -2.814 5.681 -0.001 0.000 0.001
H -0.011 -0.667 4.495 -0.006 -0.008 0.014
```
Positions in Å, forces in eV/Å.

For the maximum force, the calculation gives 0.29 eV Å⁻¹. As for the net charge: +3. The multiplicity is 2. The energy comes out at -6342.19376 Eh. The gap between HOMO and LUMO (spin up / spin down) is 5.7 / 4.1 eV. The calculation puts the molar mass at 845.210 g/mol.

Mulliken atomic charge list, values in e, 6 entries: number 1, Pt, carries 0.92; number 2, O, carries -0.68; number 3, C, carries 0.79; number 4, C, carries -0.54; number 5, C, carries -0.45; number 6, C, carries -0.81

=====

(2)
Computed, not measured: a cluster of 2 separate species, C14H16 in total, with ωB97M-V with the def2-TZVPD basis set.

XYZ file:
```
30
Properties=species:S:1:pos:R:3:forces:R:3
C 3.574 0.133 -1.474 0.816 -0.228 -0.116
C 1.495 1.516 -1.692 -0.335 -0.502 0.159
C 2.700 1.260 -1.028 -0.596 0.284 -0.025
C 0.379 1.930 -0.980 0.199 0.772 0.198
C 0.501 2.248 0.369 -0.021 0.007 0.122
C 2.879 1.922 0.192 -0.203 -0.169 -0.472
C 1.770 2.381 0.903 1.050 -0.081 -0.048
H 1.387 1.306 -2.749 0.053 -0.384 0.014
H -0.572 2.102 -1.464 -0.069 -0.348 -0.117
H 3.288 -0.294 -2.433 -0.039 0.291 -0.159
H 3.457 -0.688 -0.761 -0.151 0.095 0.057
H -0.371 2.366 0.994 -0.125 0.450 -0.096
H 3.892 2.088 0.536 -0.021 -0.401 0.477
H 2.002 2.799 1.877 -0.524 0.000 0.056
H 4.651 0.320 -1.479 -0.034 0.292 -0.089
C -1.681 -0.260 2.467 0.018 -0.326 -0.464
C -1.055 -1.018 0.144 0.532 -0.345 0.222
C -1.987 -0.976 1.171 -0.546 0.243 0.353
C -1.232 -1.809 -0.981 -0.226 -0.030 0.311
C -2.398 -2.558 -1.093 0.153 0.098 -0.310
C -3.191 -1.657 1.011 0.687 -1.069 -0.302
C -3.355 -2.484 -0.101 -0.659 0.645 -0.035
H -0.103 -0.533 0.311 0.029 0.232 -0.169
H -0.451 -1.866 -1.728 -0.031 0.020 -0.075
H -1.098 0.637 2.279 0.040 0.098 0.127
H -1.098 -0.929 3.098 0.102 0.066 0.148
H -2.566 -3.184 -1.957 0.013 -0.056 -0.056
H -3.910 -1.766 1.809 -0.147 0.501 0.127
H -4.312 -2.973 -0.236 0.134 -0.293 0.072
H -2.594 -0.012 2.996 -0.097 0.136 0.089
```
Positions in Å, forces in eV/Å.

For the maximum force, the calculation gives 1.31 eV Å⁻¹. As for the net charge: 0. The SMILES is Cc1ccccc1.Cc1ccccc1. The multiplicity is 1. Its energy above the lowest of the compared OMol25 structures with the same formula, charge and spin is 0.844 eV. The energy comes out at -543.04184 Eh. The gap between HOMO and LUMO is 9.7 eV. The calculation puts the molar mass at 184.282 g/mol.

Mulliken atomic charge list, values in e, 6 entries: number 1, C, carries -1.38; number 2, C, carries -0.56; number 3, C, carries 0.60; number 4, C, carries -0.44; number 5, C, carries -0.55; number 6, C, carries -0.41

=====

(3)
Computed, not measured: the ion C4H5O3S2 with charge -1, with ωB97M-V with the def2-TZVPD basis set.

XYZ file:
```
14
Properties=species:S:1:pos:R:3:forces:R:3
C -0.233 -0.587 -0.553 1.078 -0.554 -1.101
C -1.411 -0.314 -0.505 0.323 0.221 0.276
C 1.207 -0.833 -0.980 -2.026 -0.070 1.952
C 2.168 0.518 1.302 -2.606 -0.403 -3.025
O -3.880 -0.604 -1.119 0.172 -0.259 0.072
O -3.095 1.647 -0.654 0.415 -0.976 0.248
O -3.266 0.035 1.155 -0.133 -0.327 1.167
S 2.409 -1.021 0.376 0.404 -1.543 0.836
S -3.087 0.237 -0.248 -0.222 1.303 -1.424
H 1.939 0.368 2.310 -0.547 -0.330 1.420
H 1.316 -1.624 -1.724 0.105 0.213 0.232
H 1.598 0.091 -1.253 0.139 1.573 -1.860
H 1.314 1.013 0.725 0.962 -0.331 1.278
H 3.022 1.073 1.169 1.936 1.481 -0.072
```
Positions in Å, forces in eV/Å.

For the maximum force, the calculation gives 4.01 eV Å⁻¹. As for the net charge: -1. The SMILES is CSCC#CS(=O)(=O)[O-]. The multiplicity is 1. Its energy above the lowest of the compared OMol25 structures with the same formula, charge and spin is 0.000 eV. The energy comes out at -1177.49632 Eh. The gap between HOMO and LUMO is 8.1 eV. The calculation puts the molar mass at 165.215 g/mol.

Mulliken atomic charge list, values in e, 6 entries: number 1, C, carries 0.13; number 2, C, carries -0.15; number 3, C, carries -0.78; number 4, C, carries -0.74; number 5, O, carries -0.67; number 6, O, carries -0.68

=====

(4)
Computed, not measured: a structure of composition C44H111F6N9O13V, with ωB97M-V with the def2-TZVPD basis set.

XYZ file:
```
184
Properties=species:S:1:pos:R:3:forces:R:3
V -1.875 -1.571 -3.930 1.436 -0.434 6.696
C -0.044 -0.920 -1.241 -1.440 -2.303 1.035
O -1.181 -0.223 -0.910 -1.500 2.529 -0.258
O -0.167 -1.395 -2.568 -0.767 0.991 -1.186
C 1.249 -0.148 -0.684 0.961 -0.365 -2.771
F 1.485 -0.272 0.586 -0.675 -1.053 1.912
F 2.419 -0.513 -1.285 -0.691 -0.406 -0.370
F 1.149 1.152 -0.880 -0.625 1.475 -0.720
C -1.710 -0.204 0.435 -1.285 1.007 -0.918
C -2.960 0.736 0.492 1.167 -0.148 -0.234
H -3.742 0.533 -0.240 -0.036 -0.729 0.257
H -3.304 0.593 1.517 -0.460 0.282 -0.078
H -2.748 1.788 0.302 0.496 0.037 0.374
H -0.975 0.179 1.142 0.058 -0.409 0.097
H -2.162 -1.162 0.691 0.811 -0.472 0.095
H -0.225 -1.760 -0.571 1.429 -1.063 0.070
C -3.733 -3.435 -1.494 -1.208 0.343 -1.634
O -4.554 -2.457 -0.870 1.287 -0.620 -0.568
O -2.990 -2.795 -2.564 1.146 0.218 0.209
C -3.153 -4.342 -0.330 1.894 1.365 -0.948
F -1.906 -4.800 -0.561 -0.692 -0.666 -0.443
F -2.964 -3.527 0.729 -0.957 -0.928 0.706
F -4.008 -5.393 -0.123 1.176 1.633 0.321
C -5.812 -2.766 -0.275 -0.364 2.271 -1.013
C -6.490 -1.362 -0.255 -0.605 -1.237 1.944
H -6.352 -0.828 0.685 0.713 0.026 0.083
H -6.239 -0.664 -1.054 -0.382 -0.567 -0.270
H -7.521 -1.682 -0.108 -0.603 0.801 -0.860
H -5.800 -3.185 0.731 0.468 -0.161 -0.059
H -6.456 -3.358 -0.925 0.449 -0.541 -0.160
H -4.334 -4.181 -2.014 -0.462 0.064 -0.302
C 0.834 -3.319 2.395 0.461 -0.262 0.974
C 0.180 -4.025 3.650 1.815 1.186 -1.227
C 0.936 -3.651 4.972 -0.999 0.519 -0.808
O 2.325 -3.976 5.022 -1.389 -1.632 1.231
C 2.500 -5.225 5.759 1.051 -0.154 -0.652
N -1.204 -3.560 3.715 0.396 -1.385 1.055
H 0.435 -3.686 1.450 -0.394 -0.010 0.124
H 1.912 -3.465 2.325 0.035 -0.151 0.224
H 0.674 -2.244 2.474 -0.161 0.115 -0.027
H 0.334 -5.092 3.487 -0.661 -0.270 0.150
H 0.332 -4.057 5.783 0.333 -0.529 0.286
H 0.807 -2.578 5.115 0.405 0.383 -0.218
H 1.905 -6.070 5.413 -0.311 0.256 -0.614
H 2.352 -5.252 6.839 -0.317 1.079 0.166
H 3.542 -5.515 5.626 0.030 0.123 -0.180
H -1.594 -3.554 2.784 -0.129 0.424 0.143
H -1.163 -2.653 4.158 -0.308 0.218 -0.650
C 5.679 1.973 -1.697 0.615 -1.924 -0.560
C 5.636 0.765 -0.660 0.045 3.169 -0.977
C 7.097 0.284 -0.474 -0.845 -1.528 0.615
O 7.650 -0.252 -1.672 0.636 1.373 -0.223
C 7.161 -1.520 -2.041 -0.010 0.853 -0.319
N 5.015 1.482 0.500 0.352 -1.470 0.582
H 6.486 2.654 -1.427 -0.417 0.261 0.420
H 4.707 2.448 -1.829 0.091 0.125 0.299
H 6.005 1.597 -2.667 -0.159 -0.093 -0.293
H 4.977 -0.023 -1.024 0.157 -0.169 -0.072
H 7.151 -0.553 0.222 -0.366 0.070 0.549
H 7.726 1.052 -0.023 0.053 0.226 -0.579
H 7.747 -2.326 -1.599 -0.356 -0.155 0.526
H 7.319 -1.607 -3.116 -0.191 0.025 -0.081
H 6.094 -1.486 -1.823 -0.037 -1.018 -0.034
H 4.013 1.403 0.400 -0.470 0.476 -0.738
H 5.089 0.863 1.295 0.930 0.052 0.504
C -4.924 -0.330 -3.772 -2.540 0.514 -1.472
C -3.875 0.765 -3.995 -2.377 -0.062 0.418
C -4.197 2.202 -3.385 -0.840 -1.665 -0.466
O -4.423 2.084 -1.983 0.951 -2.079 -2.048
C -4.361 3.301 -1.366 -0.469 1.162 1.165
N -2.845 0.181 -3.216 2.567 1.661 0.257
H -4.859 -0.937 -2.869 0.511 0.348 0.062
H -4.971 -1.014 -4.620 0.386 -0.296 -0.143
H -5.943 0.055 -3.797 -0.148 0.249 0.095
H -3.562 0.865 -5.035 -0.252 0.236 -0.102
H -5.120 2.517 -3.872 -0.036 0.419 -0.116
H -3.391 2.911 -3.571 0.096 -0.145 -0.148
H -4.427 3.060 -0.305 -0.327 0.609 -0.026
H -5.191 3.892 -1.754 -0.179 0.471 0.523
H -3.448 3.878 -1.513 0.400 -0.193 -0.306
H -3.256 0.314 -2.303 0.229 -1.480 1.113
H -2.301 1.030 -3.157 2.404 -0.266 0.077
C -7.006 1.711 5.042 0.116 1.339 -0.962
C -8.190 2.296 4.209 0.669 -0.289 0.933
C -8.099 1.931 2.714 -0.588 0.584 0.726
O -7.409 2.954 1.934 -0.769 -1.885 0.442
C -6.938 2.397 0.708 0.378 0.807 0.403
N -9.416 1.820 4.852 -0.073 -0.581 -0.951
H -6.674 0.711 4.763 -0.573 -0.186 0.116
H -7.208 1.809 6.109 0.074 -0.219 -0.038
H -6.155 2.352 4.810 0.259 0.050 0.214
H -8.178 3.384 4.268 0.454 0.247 -0.064
H -9.133 1.835 2.382 -0.101 0.086 -0.462
H -7.668 0.932 2.662 0.475 0.026 -0.456
H -5.965 1.941 0.889 0.250 -0.116 -0.106
H -6.831 3.250 0.038 0.094 -0.167 -0.123
H -7.552 1.638 0.223 -0.521 0.067 0.269
H -10.221 2.316 4.495 -0.158 0.026 0.197
H -9.362 1.906 5.856 -0.073 0.131 -0.095
C 0.137 0.913 5.778 0.511 1.255 -0.576
C -0.956 0.961 4.698 0.368 0.135 2.483
C -0.555 1.990 3.575 -1.705 -2.351 0.433
O -0.566 3.263 4.114 0.812 -1.179 0.287
C -0.183 4.294 3.259 -1.361 2.117 1.099
N -1.248 -0.421 4.355 -0.037 -0.508 -2.013
H 0.027 0.175 6.572 -0.149 -0.163 -0.308
H 0.204 1.895 6.248 -0.161 0.044 0.177
H 1.094 0.834 5.262 0.215 -0.580 0.167
H -1.850 1.263 5.242 -0.157 1.200 -0.339
H -1.374 1.932 2.858 -0.111 -0.045 -0.642
H 0.351 1.652 3.073 0.470 0.252 0.117
H 0.839 4.658 3.370 0.257 -0.586 -0.255
H -0.819 5.043 3.732 0.391 1.026 -0.368
H -0.558 4.312 2.236 0.289 -0.895 -0.268
H -1.518 -0.989 5.146 0.438 0.424 0.707
H -2.111 -0.444 3.831 -0.156 0.018 -0.602
C 3.861 -3.570 0.240 -1.312 0.049 -0.807
C 3.228 -4.993 0.306 1.517 -0.156 0.085
C 1.999 -5.227 -0.621 0.753 0.224 -0.070
O 2.347 -4.935 -1.986 0.034 0.765 0.421
C 1.248 -4.885 -2.866 0.526 0.742 -0.339
N 4.318 -5.910 0.076 0.486 -0.281 0.212
H 3.993 -3.356 -0.820 0.105 0.313 -0.063
H 4.812 -3.390 0.742 -0.052 -0.806 0.148
H 3.172 -2.833 0.654 -0.179 0.160 -0.177
H 3.002 -5.162 1.359 -0.852 -0.049 -0.044
H 1.237 -4.634 -0.115 -0.638 0.492 -0.961
H 1.626 -6.245 -0.736 0.177 -0.412 1.142
H 0.774 -5.850 -3.047 -0.402 -0.087 0.560
H 1.587 -4.571 -3.853 0.600 -0.097 -0.047
H 0.604 -4.052 -2.582 -0.724 -0.364 0.331
H 4.760 -5.775 -0.822 -0.155 -0.374 -0.098
H 4.045 -6.862 0.272 0.209 -0.096 -0.456
C 3.233 3.872 -6.768 1.782 0.400 0.040
C 3.791 4.707 -5.555 -2.600 -0.674 -0.496
C 3.215 4.282 -4.166 -0.176 0.774 -0.174
O 1.934 4.864 -3.900 -0.699 -0.253 0.383
C 1.481 4.622 -2.543 0.265 0.901 -0.604
N 5.227 4.609 -5.551 0.247 0.356 0.227
H 3.559 2.840 -6.641 -0.774 -0.361 0.218
H 3.859 4.134 -7.621 0.240 0.365 -0.134
H 2.245 4.063 -7.186 -0.327 -0.242 0.867
H 3.451 5.724 -5.756 -0.138 0.327 0.372
H 3.867 4.696 -3.396 0.457 -0.344 0.130
H 3.111 3.203 -4.053 0.411 -0.248 -0.075
H 1.273 3.577 -2.315 0.249 -0.184 -0.144
H 0.578 5.202 -2.352 -0.257 -0.099 -0.576
H 2.165 5.068 -1.822 0.523 -0.397 0.022
H 5.536 5.234 -6.282 0.346 -0.242 -0.548
H 5.529 5.126 -4.737 0.367 -0.195 0.505
C 1.697 0.156 -5.283 -0.107 -0.660 -1.672
C 0.289 0.624 -4.991 -0.234 1.885 0.328
C -0.189 1.939 -5.658 2.828 0.616 0.915
O -1.082 2.535 -4.749 -0.693 0.447 0.163
C -1.263 3.975 -4.865 -0.675 -0.907 -1.673
N -0.706 -0.412 -5.407 -0.489 -1.096 0.116
H 2.513 0.559 -4.684 -0.441 0.060 0.166
H 1.916 0.348 -6.333 0.274 0.344 -0.216
H 1.713 -0.934 -5.271 0.202 -0.117 0.649
H 0.321 0.873 -3.930 -0.948 -0.568 0.134
H -0.367 1.902 -6.733 -1.576 -0.577 -0.222
H 0.707 2.547 -5.786 0.444 0.482 0.789
H -1.642 4.109 -5.878 0.283 0.444 -0.366
H -0.355 4.564 -4.734 0.039 -0.264 0.361
H -2.132 4.293 -4.291 0.543 -0.169 0.663
H -0.241 -0.767 -6.230 0.272 -1.211 -0.104
H -1.475 0.014 -5.906 -0.466 0.969 0.175
C 4.515 -2.010 3.623 -1.127 -1.163 1.118
C 4.619 -0.707 2.899 0.104 0.054 1.345
C 4.049 0.491 3.768 -0.090 -1.167 -0.553
O 4.927 0.828 4.840 -1.061 -0.086 -0.354
C 4.297 1.726 5.757 1.090 0.179 0.216
N 6.029 -0.473 2.694 0.593 0.973 -0.595
H 3.697 -2.656 3.303 -0.245 0.194 0.076
H 4.358 -1.789 4.679 0.064 -0.364 0.182
H 5.399 -2.643 3.552 0.127 0.169 -0.104
H 4.089 -0.810 1.953 -0.136 0.514 -0.179
H 3.116 0.224 4.264 -0.363 -0.408 -0.427
H 3.825 1.290 3.061 0.308 0.695 0.262
H 4.975 1.730 6.611 0.226 0.680 -0.197
H 3.346 1.508 6.242 -0.442 -1.051 -0.682
H 4.154 2.688 5.266 0.313 0.289 0.218
H 6.481 -1.366 2.562 0.188 0.118 -0.089
H 6.381 -0.084 3.557 0.361 0.098 0.076
```
Positions in Å, forces in eV/Å.

For the maximum force, the calculation gives 6.86 eV Å⁻¹. As for the net charge: +1. The multiplicity is 3. Its energy above the lowest of the compared OMol25 structures with the same formula, charge and spin is 10.561 eV. The energy comes out at -4756.49614 Eh. The gap between HOMO and LUMO (spin up / spin down) is 4.5 / 5.6 eV. The calculation puts the molar mass at 1139.354 g/mol.

Mulliken atomic charge list, values in e, 6 entries: number 1, V, carries 0.40; number 2, C, carries -0.55; number 3, O, carries 0.28; number 4, O, carries 0.39; number 5, C, carries 0.37; number 6, F, carries -0.10